Entry 1:
97
Properties=species:S:1:pos:R:3:forces:R:3 method="wB97M-V/def2-TZVPD" orbital_gap_ev=6.39 largest_force_ev_per_a=2.1 multiplicity=1 homo_energy_ev=-4.10 energy_ha=-3232.55302 total_charge=-1
C 3.125892 -4.299798 2.102928 -0.0400 -0.2204 0.2777
O 4.443744 -3.994430 1.704140 0.1957 0.0565 -0.2170
C 4.519941 -2.780640 0.953114 -0.7777 0.0623 0.3223
C 5.006170 -1.597775 1.812058 0.1454 0.1004 -0.4816
C 4.067702 -0.363918 1.777294 0.6794 -0.5303 0.5923
C 3.140530 -0.245588 3.012227 -0.2083 -0.0977 -0.5931
C 1.635454 -0.403902 2.736784 0.0645 0.1784 0.7022
C 1.129487 0.489174 1.610439 -0.2643 0.3644 0.1139
C -0.382595 0.392132 1.355685 -0.2602 0.8477 -0.3603
C -0.771397 -0.319173 0.051910 0.8451 -1.6089 0.4270
B -0.214984 -1.837952 0.237092 -0.2293 -0.0192 -0.5540
O 1.132787 -2.188906 0.008193 -0.2775 0.2641 -0.2368
N -1.130458 -2.886165 0.658361 1.2443 0.1464 0.1852
C -0.643886 -4.237666 0.415073 -0.0613 0.0085 0.0766
C -1.615260 -2.764238 2.028623 -0.8811 -0.4174 -0.1776
O -2.173729 -0.506222 -0.037260 -0.7622 0.6107 0.6707
B -2.643292 -0.442803 -1.392908 1.8271 0.9109 -0.5764
O -2.949592 -1.720272 -2.081568 -0.8640 -0.1454 0.9499
B -3.706596 -2.642984 -1.420267 0.4570 -0.3826 -0.3686
O -4.817382 -2.368819 -0.619566 0.3845 0.0828 0.2041
O -3.378353 -3.993497 -1.590267 -0.5870 0.2276 -0.3077
P -4.271506 0.728735 -1.581814 -1.0294 -0.9272 -0.2393
O -4.102177 1.251620 -3.188493 0.2963 0.2905 0.4087
I -3.947450 2.698029 -0.143410 0.1885 0.2037 -0.1608
O -1.487870 0.121181 -2.130909 -0.1662 0.1518 0.0229
C -0.373707 0.398340 -1.289041 -1.4828 -0.5514 -1.2769
C 0.816307 -0.190676 -2.095576 0.5361 0.8884 1.1065
O 0.410252 -1.361315 -2.823059 1.0777 -0.6959 -0.7954
C 1.391217 -1.966423 -3.520012 -0.4730 -0.2702 -0.1372
F 2.237369 -2.723101 -2.718679 -0.6106 0.6830 -0.6811
F 2.200490 -1.111410 -4.223257 -0.6929 -0.8159 0.6019
F 0.829647 -2.843334 -4.411008 0.6903 1.0324 1.0044
C -0.320393 1.945922 -1.335449 1.1497 0.4927 0.3157
C 0.826615 2.684714 -0.664261 -0.1924 0.3915 0.9071
C 2.234981 2.641181 -1.231150 -0.0859 -0.0215 0.5562
N 0.561024 3.398372 0.372365 0.0845 -0.4098 -0.8297
H 2.529779 -4.713590 1.279938 0.0713 0.1003 -0.0119
H 3.195054 -5.048177 2.896911 -0.0117 0.0118 -0.1010
H 2.593200 -3.430655 2.505570 0.0739 0.0406 -0.0570
H 5.139057 -2.946397 0.068377 0.1536 -0.0843 0.1720
H 3.508420 -2.550065 0.596985 0.1157 0.0073 -0.1357
H 5.153265 -1.961665 2.831092 -0.0266 0.0408 -0.0060
H 5.989183 -1.286092 1.442691 0.0054 -0.0930 0.1079
H 4.722746 0.511383 1.762781 -0.2354 0.0903 -0.2477
H 3.514596 -0.419103 0.839361 -0.0718 0.2929 0.0510
H 3.309127 0.739573 3.459694 -0.1098 -0.0798 0.0708
H 3.434220 -0.996347 3.751495 0.0482 0.1149 0.0679
H 1.113263 -0.100699 3.666886 0.3295 -0.2637 -0.7221
H 1.371256 -1.461047 2.601969 0.0833 0.0690 -0.2931
H 1.340377 1.523177 1.905197 0.0957 -0.0812 -0.0627
H 1.655694 0.334549 0.665717 0.1689 -0.1040 0.1153
H -0.839014 -0.095798 2.206011 -0.1834 -0.2181 -0.0455
H -0.822458 1.395745 1.318672 0.0452 -0.0509 0.0904
H 1.256234 -2.668714 -0.815193 0.1879 -0.2022 0.0252
H -0.203571 -4.315742 -0.581658 -0.1487 -0.0136 -0.0076
H 0.133999 -4.553165 1.129402 -0.1419 -0.0163 0.0356
H -1.494965 -4.923589 0.461004 0.1211 -0.0415 0.0158
H -2.141444 -1.823695 2.188739 0.2223 0.0684 -0.0790
H -2.350531 -3.561899 2.202401 0.0370 0.0727 0.0308
H -0.811134 -2.911277 2.765379 -0.0242 0.1894 0.0108
H -5.642534 -2.428952 -1.098872 -0.1281 0.0199 0.0013
H -2.820414 -4.051576 -2.370918 0.3608 -0.0295 0.1698
H -4.517817 0.540215 -3.686237 -0.1051 0.0790 -0.1618
H 1.178977 0.590497 -2.764360 -0.2513 -0.3451 -0.4155
H 1.637848 -0.445942 -1.421741 0.0207 -0.0893 -0.1049
H -1.242109 2.393024 -0.971220 -0.0418 -0.3549 0.1562
H -0.252663 2.175341 -2.405655 -0.1206 -0.0740 0.0410
H 2.393755 3.545651 -1.810489 0.0651 -0.0802 -0.1571
H 2.448288 1.764758 -1.837332 0.0316 0.1186 -0.0612
H 2.947893 2.676693 -0.401147 -0.0446 -0.1275 -0.0387
H 1.417277 3.843294 0.709789 -0.0072 0.0217 -0.0125
C -0.232353 4.864354 -6.919101 -0.0815 0.2846 0.1414
C 0.907407 4.369907 -6.065289 -0.3064 0.0319 -0.2101
C 0.550000 3.290947 -5.073973 -0.0073 -0.3429 0.0232
O 1.545485 3.478745 -4.054168 -0.0269 0.3453 -0.2830
C 1.899642 4.790180 -4.083143 -0.1367 0.0014 -0.0385
O 2.558449 5.339308 -3.261442 0.0778 -0.0242 0.0302
O 1.390092 5.398399 -5.184003 0.1388 -0.0999 0.0479
H -1.110724 5.080626 -6.309919 0.0116 -0.0536 0.0313
H 0.045867 5.787250 -7.427705 0.0683 -0.0665 -0.0755
H -0.499945 4.117985 -7.666538 0.0255 -0.0283 0.0142
H 1.745549 4.057127 -6.695892 0.0297 -0.0238 0.0486
H 0.613439 2.287271 -5.487538 0.1237 -0.0484 0.1528
H -0.434036 3.433590 -4.621823 -0.0344 0.0549 -0.0872
C -4.949145 0.697699 6.358584 0.1240 -0.2774 0.1185
C -3.800241 1.237307 5.544691 -0.3175 -0.1258 0.1503
C -3.944069 1.094160 4.048946 -0.0367 0.1477 -0.1643
O -2.575178 1.066386 3.629100 0.0091 0.0078 0.0402
C -1.843679 0.570414 4.642969 0.2572 -0.2119 0.0250
O -0.700570 0.234901 4.563481 -0.6902 0.2201 0.4035
O -2.593422 0.487211 5.776751 0.0873 0.1319 -0.0806
H -5.228201 -0.302397 6.023966 0.0101 0.0188 -0.0552
H -4.669584 0.622237 7.409419 -0.0160 0.1161 0.0078
H -5.817112 1.350993 6.272015 0.0166 0.0266 -0.0256
H -3.598468 2.277725 5.818311 0.0366 0.0029 -0.0523
H -4.471622 1.918373 3.577282 0.1718 0.0507 -0.1365
H -4.411421 0.151203 3.755447 -0.0396 -0.0073 0.0811

Entry 2:
13
Properties=species:S:1:pos:R:3:forces:R:3 method="wB97M-V/def2-TZVPD" orbital_gap_ev=8.16 largest_force_ev_per_a=0.6 multiplicity=1 homo_energy_ev=-8.49 e_above_lowest_ev=4.612 energy_ha=-340.62543 smiles="CC(=C=CN)N=O"
C -2.322288 -0.069686 0.036689 -0.0610 -0.0066 0.0230
C -0.875484 -0.003200 -0.361252 0.0533 0.0639 0.2288
C 0.181700 0.283580 0.364249 0.1563 -0.0148 -0.2216
C 1.456186 0.563168 0.557993 -0.2709 0.0660 0.0289
N 2.446617 -0.298965 1.007099 0.0202 -0.0891 -0.1428
N -0.683022 -0.269872 -1.803700 0.5890 0.0370 -0.1399
O 0.458211 -0.270046 -2.184983 -0.5634 -0.0190 0.0723
H -2.871042 -0.683652 -0.684451 0.0850 0.0670 0.1248
H -2.448345 -0.493918 1.035608 0.0624 0.0719 -0.1386
H -2.777154 0.927588 0.032301 0.0773 -0.1406 -0.0011
H 1.765303 1.604082 0.467624 -0.0543 -0.1024 0.0083
H 3.376996 -0.018104 0.731630 -0.1032 -0.0230 0.0942
H 2.274842 -1.273441 0.796882 0.0094 0.0896 0.0638

Entry 3:
15
Properties=species:S:1:pos:R:3:forces:R:3 method="wB97M-V/def2-TZVPD" orbital_gap_ev="4.45 / 4.81" largest_force_ev_per_a=4.6 multiplicity=1 homo_energy_ev="-12.17 / -12.37" e_above_lowest_ev=4.448 energy_ha=-681.15082 total_charge=+1 smiles="C[N+](=C=[NH2+])CN[S-]"
C 0.676392 0.033938 -0.890293 0.5567 -3.9715 2.2515
N -0.020311 -0.078184 0.417217 0.7191 -0.0730 -0.0244
C -0.952921 0.804495 0.816049 -0.5340 -1.2958 2.1267
N -0.974397 2.000292 0.301808 2.1406 -2.7704 -1.0989
C 0.262776 -1.291717 1.203534 0.3513 0.6994 -0.4883
N -0.866493 -2.175894 1.144922 -2.7741 -0.6722 0.8546
S -0.732943 -3.683628 1.599506 -0.7449 1.1203 -0.7480
H 0.905959 -1.066449 -1.124356 -0.4792 1.9151 -0.7597
H 0.135658 0.613256 -1.540637 -1.8228 0.5713 -1.9241
H 1.577155 0.525230 -0.802618 2.3266 0.9662 0.4452
H -0.353007 2.304530 -0.396894 1.0886 0.5037 -1.0707
H -1.625602 2.635485 0.529890 -2.9163 2.3472 1.2544
H 0.497099 -1.305845 2.292164 -0.0542 1.3931 -0.6085
H 1.070653 -1.892221 0.784730 0.2877 0.5278 -0.2965
H -1.820962 -1.624409 1.017542 1.8549 -1.2613 0.0865